C16H25NO | ωB97M-V/def2-TZVPD

Structure (XYZ):
```
43
C16H25NO (ωB97M-V/def2-TZVPD)
C 4.54 -0.20 5.91
C 3.43 -0.12 4.80
C 3.36 0.83 3.90
C 2.45 1.04 3.03
C 1.59 0.15 2.95
C 1.47 -0.83 4.06
C 2.47 -0.83 5.02
H 2.55 -1.95 5.62
H 0.70 -1.73 4.03
O 0.35 0.15 2.19
C 0.18 0.99 1.39
C -0.91 0.74 0.50
H -0.96 1.79 -0.38
C -0.95 -0.47 -0.35
H 0.12 -0.46 -1.06
H -0.75 -1.12 0.44
C -2.05 -0.57 -1.31
N -1.80 -0.50 -2.62
C -2.87 -1.37 -3.57
C -2.45 -1.22 -4.86
C -2.04 0.10 -5.44
C -1.22 0.87 -4.33
C -1.71 0.73 -3.01
H -0.98 1.32 -2.29
H -2.49 1.06 -3.02
H -0.21 0.30 -4.66
H -0.88 2.02 -4.89
H -1.84 0.00 -6.46
H -3.09 0.81 -5.34
H -1.47 -1.75 -5.04
H -3.15 -1.88 -5.54
H -2.82 -2.33 -3.16
H -3.83 -0.74 -3.41
H -2.31 -1.67 -1.11
H -2.88 -0.01 -0.95
H -2.00 0.69 1.13
H 1.26 0.99 0.54
H 0.02 2.28 1.85
H 2.43 1.84 2.44
H 4.19 1.61 4.19
H 4.13 -0.17 6.90
H 5.17 0.70 6.11
H 5.26 -1.10 5.80
```

Its HOMO energy is -0.3067 hartree. For the lowest unoccupied orbital energy, the calculation gives 0.91 eV. As for the charge: 0. The value obtained for the relative energy (zero: lowest compared OMol25 entry of this formula, charge and spin) is 1655.4 kJ/mol. Its gap between HOMO and LUMO is 9.26 eV.

=====

C16H25NO4 | ωB97M-V/def2-TZVPD

Structure (XYZ):
```
46
C16H25NO4 (ωB97M-V/def2-TZVPD)
O 2.29 -0.27 2.38
O -4.87 -0.46 -0.39
O 2.13 3.88 -2.34
O -0.68 -0.61 2.25
C 2.16 -0.50 1.19
C -3.86 0.17 -0.05
C -2.80 0.50 -1.02
C 2.73 0.40 0.17
C -1.61 1.17 -0.80
C -0.67 1.54 -1.89
C 2.80 0.16 -1.16
C 0.49 2.29 -1.63
N 1.37 -1.55 0.81
C -3.79 0.76 1.36
C -1.62 -2.35 0.95
C -1.16 -2.73 3.39
C 3.39 1.12 -2.13
C 1.44 2.71 -2.77
C 0.73 -2.47 1.76
C 2.36 1.55 -3.19
C -0.68 -2.02 2.10
H 2.65 3.74 -1.53
H 0.23 -0.35 2.52
H -3.04 0.20 -2.06
H 3.10 1.34 0.55
H -1.41 1.44 0.21
H -0.91 1.24 -2.95
H 2.47 -0.78 -1.55
H 0.72 2.55 -0.63
H 1.01 -1.52 -0.16
H -3.71 1.84 1.35
H -4.68 0.42 1.96
H -2.90 0.41 1.88
H -1.63 -3.42 0.80
H -1.21 -1.93 0.03
H -2.59 -1.92 1.05
H -0.44 -2.48 4.17
H -1.20 -3.80 3.20
H -2.14 -2.34 3.66
H 4.19 0.60 -2.62
H 3.87 2.01 -1.71
H 0.84 2.91 -3.65
H 1.32 -2.53 2.67
H 0.70 -3.51 1.36
H 1.73 0.72 -3.46
H 2.90 1.86 -4.08
```

Its HOMO energy is -0.3250 hartree. For the lowest unoccupied orbital energy, the calculation gives -0.23 eV. Its structure (SMILES) is CC(=O)/C=C/C=C/[C@@H](O)CC/C=C/C(=O)NCC(C)(C)O. As for the charge: 0. The value obtained for the relative energy (zero: lowest compared OMol25 entry of this formula, charge and spin) is 305.5 kJ/mol. Its gap between HOMO and LUMO is 8.62 eV.

=====

C16H26BBrClNO10 | ωB97M-V/def2-TZVPD

Structure (XYZ):
```
56
C16H26BBrClNO10 (ωB97M-V/def2-TZVPD)
C 1.32 4.53 0.67
C 0.90 3.09 1.01
C -0.31 2.57 0.25
Br 0.28 1.59 -1.36
O -1.18 3.62 -0.07
C -2.44 3.27 -0.34
O -2.83 2.13 -0.51
N -3.33 4.37 -0.46
Cl -2.54 5.94 -0.45
B -4.44 4.36 0.53
O -5.07 5.54 0.78
O -4.88 3.17 1.08
H 2.33 4.54 0.28
H 1.31 5.13 1.57
H 0.68 4.99 -0.07
H 0.74 3.00 2.08
H 1.73 2.45 0.76
H -0.82 1.82 0.84
H -5.50 5.55 1.63
H -4.71 3.14 2.02
O -1.81 -3.35 -2.19
C -2.60 -2.46 -2.14
O -2.53 -1.37 -2.93
C -3.54 -0.41 -2.56
C -4.62 -1.23 -1.85
C -3.78 -2.33 -1.20
H -3.09 0.33 -1.91
H -3.91 0.07 -3.46
H -5.21 -0.64 -1.16
H -5.29 -1.67 -2.59
H -3.41 -2.03 -0.22
H -4.31 -3.28 -1.12
O 3.95 2.22 0.83
C 4.36 2.15 1.95
O 3.57 2.37 3.03
C 4.35 2.31 4.24
C 5.58 1.49 3.88
C 5.77 1.84 2.41
H 4.60 3.33 4.54
H 3.75 1.85 5.02
H 6.44 1.71 4.51
H 5.36 0.42 3.98
H 6.38 2.74 2.27
H 6.19 1.03 1.82
O 1.46 -8.76 -0.62
C 1.20 -7.77 -1.23
O 0.53 -6.73 -0.70
C 0.28 -5.72 -1.70
C 1.34 -5.96 -2.77
C 1.54 -7.47 -2.68
H -0.73 -5.85 -2.08
H 0.35 -4.74 -1.24
H 1.04 -5.60 -3.75
H 2.26 -5.45 -2.49
H 0.83 -8.01 -3.31
H 2.55 -7.78 -2.91
```

Its HOMO energy is -0.3580 hartree. For the lowest unoccupied orbital energy, the calculation gives -0.10 eV. Its structure (SMILES) is CC[C@H](Br)OC(=O)N(Cl)B(O)O.O=C1CCCO1.O=C1CCCO1.O=C1CCCO1. As for the charge: 0. Its gap between HOMO and LUMO is 9.64 eV.

=====

C16H26BrO5P | ωB97M-V/def2-TZVPD

Structure (XYZ):
```
49
C16H26BrO5P (ωB97M-V/def2-TZVPD)
C 2.97 2.95 2.11
C 2.91 1.81 1.67
C 2.67 0.33 1.14
C 2.03 -0.44 2.37
C 1.29 -1.07 3.11
O 1.78 0.46 0.03
C 1.26 -0.80 -0.42
C -0.32 -0.77 -0.11
O -0.90 0.04 -1.15
C -1.96 0.89 -0.68
C -1.48 2.06 0.29
C -1.80 3.53 -0.27
O -0.71 4.05 -1.06
C -3.22 0.07 -0.09
O -3.57 -0.88 -1.14
C -4.82 -1.55 -0.84
C -4.48 -3.10 -0.56
P -0.96 -2.55 -0.04
O 0.03 -3.45 0.71
C 4.06 -0.28 0.67
Br 5.33 0.03 2.20
C 4.64 0.60 -0.54
C 4.78 -0.22 -1.91
H 2.73 3.85 2.74
H 0.60 -1.74 3.69
H 1.32 -0.90 -1.56
H 1.77 -1.72 0.00
H -0.41 -0.35 0.93
H -2.38 1.40 -1.61
H -1.80 1.92 1.37
H -0.33 1.99 0.31
H -2.70 3.45 -0.94
H -1.94 4.20 0.63
H 0.09 4.15 -0.51
H -4.06 0.83 0.02
H -2.99 -0.45 0.89
H -5.41 -1.55 -1.82
H -5.38 -1.06 0.01
H -5.39 -3.71 -0.82
H -3.60 -3.43 -1.20
H -4.25 -3.23 0.54
H -2.13 -2.50 0.80
H -1.24 -3.00 -1.36
H 4.04 -1.38 0.42
H 5.64 1.05 -0.25
H 3.97 1.49 -0.79
H 5.35 -1.19 -1.79
H 5.31 0.48 -2.63
H 3.72 -0.38 -2.30
```

Its HOMO energy is -0.3479 hartree. For the lowest unoccupied orbital energy, the calculation gives 0.52 eV. Its structure (SMILES) is C#CC(C#C)(OC[C@@H](O[C@H](CCO)COCC)[PH2]=O)[C@H](Br)CC. As for the charge: 0. Its gap between HOMO and LUMO is 9.99 eV.

=====

What is the charge in the third record?
0